A structure of composition C37H60AsCoN5SSi3Te, computed with wB97M-V/def2-TZVPD.

Structure (XYZ):
```
109
Properties=species:S:1:pos:R:3:mulliken_spin:R:1
Te -4.4302 1.1362 -1.4042 0.012
As -1.0261 -1.5747 -0.4928 -0.032
Co -0.7701 1.0597 -0.7208 1.213
S -6.7829 -0.3072 0.4836 0.001
Si 0.6273 -2.6164 0.8563 -0.006
Si -3.0141 -2.4834 0.5389 -0.013
Si -1.1617 -2.9130 -2.4540 0.000
N -1.4714 2.9395 -1.0227 -0.016
N -0.9002 0.9385 -2.7662 -0.037
N 3.4718 1.7282 0.2438 -0.001
N 1.6381 1.2036 1.5427 0.006
N 1.3512 1.6333 -0.7306 -0.004
C -1.6019 2.1235 -3.3199 -0.005
C 6.1425 2.1219 3.4477 0.000
C 0.7777 -4.4876 0.7522 -0.001
C 6.3461 1.1482 2.4814 0.000
C 0.2628 -2.0944 2.6145 0.000
C -2.0295 1.6057 1.8021 -0.056
C 1.9566 2.1718 -1.8955 0.009
C -7.2468 0.1982 2.0563 0.002
C -0.7942 1.3616 1.1888 -0.035
C 2.0335 3.5550 -2.0582 0.003
C 5.0537 2.9753 3.3511 0.000
C 2.9777 1.9069 -4.0568 -0.002
C -4.3828 -2.7398 -0.7075 0.002
C -2.1733 1.7746 3.1691 0.000
C 5.4676 0.9894 1.4148 0.000
C 5.6851 -0.0729 0.3738 0.000
C 1.4146 1.4463 4.3310 -0.001
C -2.6240 -4.1821 1.2488 0.001
C -5.6314 1.7390 1.4331 0.002
C 2.4982 -0.1515 -2.6765 0.002
C -5.6281 0.9560 0.3097 -0.002
C 0.2065 1.5221 3.4331 -0.001
C 4.1779 2.8484 2.2854 0.000
C -3.5740 -1.3971 1.9417 0.000
C -6.5481 1.3039 2.4317 -0.001
C 2.4652 1.3330 -2.8941 0.001
C -1.6612 -4.7035 -2.1858 -0.001
C 0.3103 1.3766 2.0397 -0.022
C 2.5638 4.1105 -3.2104 -0.002
C 2.1103 1.5400 0.3201 0.005
C -1.0522 1.7124 3.9838 -0.001
C 2.3149 -1.9945 0.3241 0.000
C -2.4210 -2.0968 -3.5923 -0.001
C 0.4757 -2.9852 -3.3701 0.000
C 3.0259 3.2817 -4.2244 0.004
C 4.3724 1.8535 1.3331 0.000
C -1.3520 3.3353 -2.4366 0.002
H 3.3332 3.5182 2.1775 0.000
H -1.9334 -1.4419 -4.3204 0.000
H -3.1563 1.9260 3.5993 0.000
H -2.6822 -4.8256 -1.8298 0.000
H -1.5886 -5.1956 -3.1609 0.000
H 0.0311 -5.0162 1.3426 0.000
H 3.3575 1.2558 -4.8359 0.000
H -2.6666 1.8988 -3.3540 0.003
H 0.0196 0.8476 -3.1888 0.001
H 1.6604 4.1880 -1.2607 0.000
H 2.1419 2.2344 4.1197 0.000
H -1.2801 2.3353 -4.3422 0.002
H -1.0009 -5.2338 -1.5013 0.000
H -3.5706 -4.6018 1.6045 0.000
H -1.4251 0.1040 -3.0041 -0.007
H 1.1152 1.5481 5.3727 0.000
H 0.0882 -1.0186 2.6770 -0.001
H 4.8927 3.7453 4.0940 0.000
H -5.2465 -3.0895 -0.1333 0.000
H -0.6271 -2.5928 3.0022 0.000
H -3.0148 -1.6102 2.8557 0.000
H -4.6376 -1.5657 2.1345 0.000
H 1.5610 -0.5136 -2.2492 0.004
H -1.9509 -4.1347 2.1051 0.000
H 2.6024 -2.4453 -0.6293 0.000
H 0.3705 -3.6702 -4.2160 0.000
H -8.0115 -0.3246 2.6080 0.000
H 1.1007 -2.3505 3.2697 0.000
H 4.7983 -0.6997 0.2627 0.000
H 2.3439 -0.9127 0.2187 0.001
H 7.2005 0.4865 2.5578 0.000
H -2.9185 1.6219 1.1783 -0.015
H -2.9495 -2.8628 -4.1658 0.000
H 1.7668 -4.7581 1.1339 0.000
H 2.3487 1.0951 2.2470 0.000
H 1.9357 0.4863 4.2390 0.000
H 2.6106 5.1863 -3.3192 0.000
H -2.2078 -4.8752 0.5191 0.000
H 1.2972 -3.3448 -2.7461 0.000
H -3.1699 -1.5131 -3.0513 0.000
H -2.0559 4.1287 -2.7018 0.000
H 6.8361 2.2164 4.2728 0.000
H 3.2788 -0.4202 -1.9599 0.000
H -1.0561 3.6254 -0.4024 0.001
H -6.6881 1.8022 3.3813 0.000
H -4.6707 -1.8101 -1.1991 0.000
H 0.7220 -4.8503 -0.2741 0.000
H 3.8517 1.7753 -0.6882 0.000
H -4.1583 -3.4902 -1.4647 -0.001
H 5.9002 0.3631 -0.6055 0.000
H 6.5269 -0.7082 0.6437 0.000
H -5.0046 2.6145 1.5357 0.000
H -3.4566 -0.3437 1.7046 -0.006
H 0.7536 -2.0102 -3.7698 0.000
H -2.4641 2.8471 -0.7823 -0.012
H 3.0545 -2.2944 1.0734 0.000
H 3.4302 3.7038 -5.1348 0.000
H -1.1472 1.8158 5.0586 0.000
H 2.7029 -0.6823 -3.6054 0.000
H -0.3437 3.7068 -2.6050 -0.001
```

HOMO energy (alpha / beta)   -5.87 / -5.94 eV
Multiplicity   2
F_max   0.148 eV/A
E_LUMO (alpha / beta)   0.012 / 0.012 Eh
Energy relative to the best compared isomer or geometry (same formula, charge and spin)   0.0 kcal/mol
Molecular weight   952.7 g mol⁻¹
⟨S²⟩   0.7645



A cluster of 11 separate species, C37H60N11O9 in total in a non-equilibrium geometry, computed with wB97M-V/def2-TZVPD.

Structure (XYZ):
```
117
Properties=species:S:1:pos:R:3:lowdin_charge:R:1
O -1.4852 -52.3900 27.9200 0.054
O 0.7628 -48.5894 29.7655 0.025
O -0.2648 -54.1033 28.4799 -0.003
O 2.8065 -48.5329 25.3985 0.069
O 2.4597 -54.8699 26.9383 0.085
O 4.9315 -48.5980 25.1343 0.017
O 3.4615 -51.7801 25.9724 0.173
O -0.0436 -47.9257 31.6649 0.044
O 1.8918 -56.8972 27.2294 0.031
N 3.7704 -48.5906 24.6968 -0.426
N 0.0157 -47.8914 30.4106 -0.420
N 9.0111 -51.3250 21.4530 -0.020
N 2.0932 -56.1339 30.2832 0.015
N 4.2025 -55.8964 22.0339 -0.007
N 6.7962 -47.2568 29.3831 -0.040
N 8.1763 -52.6961 31.4724 -0.029
N -1.0943 -53.2174 28.7818 -0.434
N 3.9753 -52.0348 27.1221 0.112
N 4.1380 -47.7230 31.6020 -0.016
N 1.9339 -55.8092 26.6421 -0.464
C 8.3705 -48.5441 28.1305 -0.056
C -0.4850 -46.6310 29.7703 0.039
C 7.2349 -50.9483 22.9318 -0.014
C 8.0060 -47.8007 29.4569 -0.127
C 4.6552 -45.5599 30.4582 0.002
C 5.6938 -53.4466 25.7500 -0.009
C 0.9689 -55.9884 31.0310 -0.090
C 3.7294 -50.0866 28.7109 0.015
C 5.7363 -56.6552 23.7482 -0.012
C 3.4238 -56.2479 23.0583 -0.098
C 4.9515 -53.0487 29.6510 -0.149
C 6.9518 -52.2916 22.1773 -0.041
C 3.5110 -52.4510 29.5313 -0.138
C 4.2902 -56.6864 24.2842 -0.025
C 9.4456 -52.4476 29.5699 -0.085
C 8.7498 -53.9338 31.2902 -0.108
C 1.4394 -55.4583 32.3704 -0.063
C 0.6442 -55.5796 25.8051 0.055
C 9.7276 -53.7745 30.1489 -0.062
C 8.5694 -51.7676 30.5264 -0.117
C 5.5445 -56.2441 22.2419 -0.068
C 3.2709 -51.5383 28.4250 -0.467
C 5.6073 -53.5946 28.3471 -0.127
C 3.3518 -55.9267 31.0427 -0.078
C 5.3324 -52.7102 27.1255 -0.448
C 7.1832 -48.1564 27.2500 -0.115
C 5.5331 -45.8384 31.6563 -0.062
C 2.9020 -55.3585 32.3056 -0.117
C 8.1174 -52.4033 21.2337 -0.097
C 3.7701 -46.8828 30.5489 -0.083
C 6.1843 -47.4739 28.1372 -0.136
C 1.7967 -51.5377 28.1169 -0.010
C 6.4274 -51.6552 27.1571 -0.047
C 3.5027 -49.0346 23.2918 0.031
C -1.6271 -53.2994 30.0844 0.006
C 8.5911 -50.4244 22.4141 -0.045
C 5.0803 -47.2184 32.3583 -0.078
H 2.0880 -56.6252 29.5021 0.032
H 6.1489 -53.0065 22.1312 0.042
H 5.9603 -52.6594 25.0508 0.040
H 1.4463 -51.3478 29.1654 0.122
H 6.6500 -50.4239 23.3747 -0.080
H 9.2446 -49.2390 27.8298 0.086
H 6.0823 -46.9528 30.1539 0.088
H -0.1895 -56.0683 26.3013 0.083
H -0.8093 -53.3456 30.8843 0.131
H 6.2515 -50.8394 28.0625 0.098
H 6.5603 -56.6195 24.3749 0.035
H 4.9655 -50.1185 29.1086 0.163
H 4.9489 -54.4867 28.1706 0.113
H 8.4463 -53.1153 20.3927 0.119
H 0.8889 -56.0957 24.7780 0.105
H 8.2554 -54.9257 31.8670 0.166
H -2.3330 -54.2639 30.0424 0.161
H 7.5033 -51.9424 27.0966 0.103
H 2.3535 -56.0237 23.0072 0.085
H 0.6501 -54.4091 25.6666 0.128
H 3.2200 -47.1685 29.8432 -0.011
H 3.9266 -55.3623 21.4118 0.034
H 9.7811 -51.8983 28.7068 0.068
H 3.0612 -49.6249 29.5097 0.085
H 6.3190 -55.7326 21.5763 0.106
H 7.6931 -52.7071 32.2358 0.056
H 0.5072 -46.0319 29.5979 0.142
H 0.0978 -56.4047 30.7076 0.073
H 5.4269 -47.6369 33.1266 0.021
H 9.2404 -49.6508 22.6618 0.079
H 6.6615 -54.0009 28.5199 0.156
H 3.5007 -50.0898 23.1573 0.074
H 2.7493 -53.2490 29.4841 0.127
H 8.3424 -47.6779 30.3942 0.052
H 3.4246 -51.9621 30.4439 0.111
H 6.3083 -45.0914 32.1604 0.122
H 3.6283 -49.4487 27.8965 0.042
H -1.0543 -46.8920 28.8329 0.111
H 4.8086 -44.9254 29.7352 0.023
H 3.9815 -57.0942 25.1033 -0.019
H 2.5063 -48.5901 22.8437 0.139
H 4.3449 -48.5792 22.6701 0.117
H 4.4414 -56.0188 30.6254 0.127
H 3.7239 -48.7515 31.7460 0.224
H 3.6161 -55.0411 33.0795 0.086
H 5.2844 -47.0437 27.9387 0.048
H -2.4324 -52.5301 30.0297 0.109
H 1.5348 -50.7398 27.6272 0.024
H 8.4456 -50.6938 30.5827 0.086
H 10.3425 -54.5542 29.8328 0.046
H 6.6880 -53.9857 25.6012 0.130
H 9.7285 -50.9555 21.0207 0.069
H 5.8092 -52.4653 30.1543 0.112
H 1.5183 -52.5670 27.5938 0.126
H 6.1848 -50.9263 26.1236 0.145
H -1.2183 -46.1076 30.3575 0.082
H 4.7498 -54.0084 25.5797 0.074
H 4.7409 -53.9337 30.3392 0.084
H 0.8424 -55.2796 33.2177 0.051
H 7.0346 -48.0993 26.0463 0.110
```

HOMO energy   -9.34 eV
F_max   15.641 eV/A
E_LUMO   -0.199 Eh
Energy relative to the best compared isomer or geometry (same formula, charge and spin)   103.3 kcal/mol
Molecular weight   803.0 g mol⁻¹
Charge   +1